Entry 1:
# ClO5S2

A 2-piece molecular cluster, ClO5S2 overall (ωB97M-V with the def2-TZVPD basis set, the Open Molecules 2025 dataset).

Output
Energy above the lowest of the compared OMol25 structures with the same formula, charge and spin (kJ/mol): 157.8
Molar mass (Da): 179.58
HOMO-LUMO gap (eV): 4.367
Total charge: -1
2S+1: 1

Atoms and positions in Å:
O1 -1.761598 -1.588363 -0.422231
O2 -1.875535 0.609223 0.703077
O3 -0.528256 0.240100 -1.347449
O4 0.298515 -0.590086 0.663565
O5 1.131066 1.752499 0.327761
S1 -1.120880 -0.373288 -0.049840
S2 1.161780 0.479885 -0.283816
Cl1 5.838163 -0.927548 0.431418

Forces on the atoms, in the same order (eV/Å):
O 0.561 -0.178 0.814
O 1.306 -1.309 -0.655
O 2.153 0.562 1.617
O 0.755 0.179 -0.033
O 0.073 0.066 -0.010
S -4.059 0.945 -0.811
S -0.559 -0.336 -0.880
Cl -0.231 0.071 -0.041

Calculated atomic charges, method Löwdin, unit e: number 1, O, carries -0.2382; number 2, O, carries -0.2602; number 3, O, carries -0.3787; number 4, O, carries -0.4152; number 5, O, carries -0.3155; number 6, S, carries 0.4334; number 7, S, carries 1.1398; number 8, Cl, carries -0.9652



Entry 2:
# ClZr

ClZr as an isolated structure (ωB97M-V with the def2-TZVPD basis set, the Open Molecules 2025 dataset).

Output
Energy above the lowest of the compared OMol25 structures with the same formula, charge and spin (kJ/mol): 501.3
Molar mass (Da): 126.68
HOMO-LUMO gap (eV): 4.581
Total charge: +3
2S+1: 1

Atoms and positions in Å:
Zr1 0.063970 -1.649720 -1.169540
Cl1 -0.063970 1.649720 1.169540

Forces on the atoms, in the same order (eV/Å):
Zr 0.009 -0.344 -0.253
Cl -0.009 0.344 0.253

Calculated atomic charges, method Löwdin, unit e: number 1, Zr, carries 2.2872; number 2, Cl, carries 0.7128



Entry 3:
# CsH2O

CsH2O as an isolated structure (ωB97M-V with the def2-TZVPD basis set, the Open Molecules 2025 dataset).

Output
Energy above the lowest of the compared OMol25 structures with the same formula, charge and spin (kJ/mol): 40.6
Molar mass (Da): 150.92
HOMO-LUMO gap (eV): 11.842
Total charge: +1
2S+1: 1

Atoms and positions in Å:
Cs1 1.354367 -2.090165 -0.615153
O1 -0.291633 0.540025 0.525147
H1 -1.061972 1.105685 0.471767
H2 -0.000763 0.444455 -0.381763

Forces on the atoms, in the same order (eV/Å):
Cs 0.026 -0.127 0.171
O 0.438 -0.662 0.014
H -0.310 0.234 0.096
H -0.154 0.555 -0.282

Calculated atomic charges, method Löwdin, unit e: number 1, Cs, carries 1.0739; number 2, O, carries -0.0938; number 3, H, carries 0.0558; number 4, H, carries -0.0359



Entry 4:
# CsHO

CsHO as an isolated structure (ωB97M-V with the def2-TZVPD basis set, the Open Molecules 2025 dataset).

Output
Energy above the lowest of the compared OMol25 structures with the same formula, charge and spin (kJ/mol): 11.9
Molar mass (Da): 149.91
HOMO-LUMO gap (eV): 7.572
2S+1: 1

Atoms and positions in Å:
Cs1 -0.462055 -0.138442 -1.568121
O1 0.202024 0.384290 0.411876
H1 0.260031 -0.245848 1.156246

Forces on the atoms, in the same order (eV/Å):
Cs -1.321 -0.856 -4.098
O 1.194 0.118 4.258
H 0.127 0.739 -0.160

Calculated atomic charges, method Löwdin, unit e: number 1, Cs, carries 1.1573; number 2, O, carries -1.0523; number 3, H, carries -0.1050